#w
The following is a quantum chemistry calculation of a cluster of 2 separate species, C11H15N in total, from the OMol25 dataset.

The HOMO-LUMO gap (alpha / beta) is 3.3 / 6.7 eV. The spin multiplicity is 2. The value obtained for the HOMO energy (alpha / beta) is 0.021 / -0.106 hartree. The expectation value of S² is 0.778. The total charge is -1.

Each line ends with the Löwdin charge.
Cartesian coordinates (Å):
C (0.55, -3.26, -1.23)  -0.09
C (-1.45, -0.56, 0.38)  -0.25
C (-0.53, -1.03, -0.60)  -0.18
C (-0.33, -2.42, -0.38)  -0.30
C (-1.12, -2.79, 0.69)  -0.16
C (-1.90, 0.77, 0.39)  -0.14
C (-1.50, 1.64, -0.62)  -0.21
C (-0.12, -0.11, -1.62)  -0.10
C (-0.56, 1.21, -1.60)  -0.18
N (-1.89, -1.68, 1.09)  0.03
H (-2.15, -1.57, 2.06)  0.12
H (-2.53, 1.11, 1.21)  0.07
H (-0.88, -3.62, 1.34)  0.06
H (-1.69, 2.70, -0.70)  0.06
H (0.53, -0.54, -2.38)  0.06
H (1.38, -3.81, -0.77)  0.06
H (0.95, -2.67, -2.05)  0.05
H (-0.36, 1.91, -2.40)  0.07
H (0.01, -4.15, -1.61)  0.06
C (1.06, 2.20, 1.45)  -0.17
C (2.34, 2.54, 0.70)  -0.17
H (0.31, 3.00, 1.46)  0.06
H (0.50, 1.32, 1.17)  0.04
H (1.35, 2.03, 2.50)  0.05
H (3.11, 1.87, 1.08)  0.05
H (2.28, 2.34, -0.38)  0.05
H (2.66, 3.57, 0.83)  0.05

#x
The following is a quantum chemistry calculation of a cluster of 2 separate species, C11H15N in total, from the OMol25 dataset.

The HOMO-LUMO gap (alpha / beta) is 3.2 / 6.6 eV. The spin multiplicity is 2. The value obtained for the HOMO energy (alpha / beta) is 0.025 / -0.105 hartree. The expectation value of S² is 0.770. The total charge is -1.

Each line ends with the Löwdin charge.
Cartesian coordinates (Å):
C (1.82, -1.78, 1.95)  -0.09
C (0.93, 0.22, 0.65)  -0.18
C (1.04, -0.53, 1.86)  -0.30
C (0.24, 1.43, 0.96)  -0.25
C (0.37, 0.17, 2.84)  -0.14
C (1.14, 1.12, -1.62)  -0.20
C (0.35, 2.21, -1.25)  -0.22
C (1.45, 0.12, -0.68)  -0.12
C (-0.10, 2.46, 0.07)  -0.12
N (-0.09, 1.39, 2.31)  0.03
H (1.44, 1.05, -2.66)  0.07
H (0.18, 2.95, -2.04)  0.06
H (2.02, -0.77, -0.94)  0.06
H (-0.49, 3.39, 0.44)  0.06
H (2.12, -2.11, 2.95)  0.06
H (2.76, -1.71, 1.39)  0.06
H (0.10, -0.10, 3.85)  0.07
H (-0.41, 2.17, 2.84)  0.12
H (1.23, -2.58, 1.48)  0.07
C (-2.16, -0.39, -1.80)  -0.16
C (-1.79, -1.85, -1.83)  -0.18
H (-2.62, -0.07, -2.74)  0.05
H (-2.90, -0.21, -1.01)  0.06
H (-1.35, 0.33, -1.66)  0.03
H (-1.43, -2.19, -0.85)  0.06
H (-1.10, -2.30, -2.54)  0.05
H (-2.73, -2.42, -1.97)  0.05

Pick #x: it beats the second-best structure by 0.0093 hartree.

#w
The following is a quantum chemistry calculation of an isolated molecule of C3H3FO2, from the OMol25 dataset.

The HOMO-LUMO gap is 10.1 eV. The value obtained for the HOMO energy is -0.395 hartree. The total charge is 0.

Each line ends with the Löwdin charge.
Cartesian coordinates (Å):
C (-0.87, 0.88, 1.13)  0.10
C (-0.37, -0.13, 0.44)  -0.10
C (0.72, 0.01, -0.47)  -0.28
O (1.56, 0.79, -0.79)  0.18
O (0.45, -1.37, -1.40)  -0.08
F (1.58, -1.71, -2.08)  -0.09
H (-1.72, 0.77, 1.61)  0.02
H (-0.46, 1.89, 0.89)  0.11
H (-0.89, -1.12, 0.65)  0.15

#x
The following is a quantum chemistry calculation of a cluster of 2 separate species, C3H3FO2 in total, from the OMol25 dataset.

The HOMO-LUMO gap (alpha / beta) is 9.1 / 9.1 eV. The value obtained for the HOMO energy (alpha / beta) is -0.350 / -0.350 hartree. The total charge is 0.

Each line ends with the Löwdin charge.
Cartesian coordinates (Å):
H (-0.23, 1.35, -1.13)  0.14
C (-0.52, 0.50, -0.51)  -0.19
C (-0.07, 0.39, 0.83)  0.05
F (-1.82, 0.18, -0.74)  0.02
H (-0.80, 0.04, 1.57)  0.10
H (0.62, 1.17, 1.16)  0.10
O (0.49, -0.95, -1.37)  0.04
C (1.17, -1.52, -0.49)  -0.29
O (1.15, -1.16, 0.69)  0.03

Pick #x: it beats the second-best structure by 0.0726 hartree.

#w
The following is a quantum chemistry calculation of a cluster of 2 separate species, C3H3FO2 in total, from the OMol25 dataset.

The HOMO-LUMO gap is 11.2 eV. The value obtained for the HOMO energy is -0.398 hartree. The total charge is 0.

Each line ends with the Löwdin charge.
Cartesian coordinates (Å):
C (-1.45, -1.15, -0.51)  0.00
C (-2.23, -0.34, -0.95)  0.02
C (1.52, 1.07, 0.43)  -0.66
O (1.41, 2.03, -0.21)  0.21
O (2.42, 0.16, 0.54)  0.18
F (0.44, 0.66, 1.14)  0.08
H (-1.00, -1.91, -0.01)  -0.01
H (1.98, -0.66, 0.89)  0.16
H (-3.09, 0.14, -1.32)  0.01

#x
The following is a quantum chemistry calculation of a cluster of 3 separate species, C3H3FO2 in total, from the OMol25 dataset.

The HOMO-LUMO gap (alpha / beta) is 7.5 / 10.0 eV. The value obtained for the HOMO energy (alpha / beta) is -0.349 / -0.420 hartree. The total charge is 0.

Each line ends with the Löwdin charge.
Cartesian coordinates (Å):
C (-1.56, 0.31, -0.35)  -0.01
C (-0.77, -0.26, 0.50)  0.06
C (1.24, -0.59, 0.07)  -0.49
O (1.49, -1.71, -0.01)  0.23
O (1.26, 0.59, 0.10)  0.14
F (2.97, 1.28, -0.30)  -0.17
H (-2.63, 0.34, -0.19)  0.07
H (-1.20, 0.78, -1.25)  0.08
H (-0.81, -0.74, 1.45)  0.09

Pick #w: it beats the second-best structure by 0.1377 hartree.

#w
The following is a quantum chemistry calculation of an isolated molecule of C2H2O3S, from the OMol25 dataset.

The HOMO-LUMO gap is 9.3 eV. The value obtained for the HOMO energy is -0.351 hartree. The total charge is 0.

Each line ends with the Löwdin charge.
Cartesian coordinates (Å):
C (1.06, -0.13, -0.10)  -0.54
C (-0.38, 0.32, -0.09)  -0.76
H (2.56, -0.15, 0.95)  0.13
H (-1.57, 1.77, -0.30)  0.11
O (1.66, 0.17, 1.06)  0.13
O (1.61, -0.66, -1.04)  0.13
O (-0.62, 1.60, -0.32)  0.04
S (-1.64, -0.72, 0.18)  0.75

#x
The following is a quantum chemistry calculation of a cluster of 2 separate species, C2H2O3S in total, from the OMol25 dataset.

The HOMO-LUMO gap is 9.5 eV. The value obtained for the HOMO energy is -0.367 hartree. The total charge is 0.

Each line ends with the Löwdin charge.
Cartesian coordinates (Å):
C (-1.14, -0.91, 0.09)  -0.30
C (-0.04, -0.25, 0.02)  0.04
O (-4.71, 0.05, -0.84)  -0.41
O (-2.81, 1.07, 0.30)  -0.43
O (-2.12, -1.54, 0.19)  0.05
S (-3.89, 0.11, 0.34)  0.89
H (0.39, 0.17, 0.91)  0.08
H (0.44, -0.04, -0.91)  0.08

Pick #w: it beats the second-best structure by 0.0522 hartree.

#w
The following is a quantum chemistry calculation of a cluster of 2 separate species, C2H2O3S in total, from the OMol25 dataset.

The HOMO-LUMO gap is 8.9 eV. The value obtained for the HOMO energy is -0.360 hartree. The total charge is 0.

Each line ends with the Löwdin charge.
Cartesian coordinates (Å):
C (0.75, 0.21, 0.71)  -0.28
C (1.81, -0.10, 0.04)  0.05
O (-2.23, 1.04, -0.96)  -0.44
O (-0.17, 0.56, 1.31)  0.10
O (-2.14, -1.34, -0.52)  -0.42
S (-2.45, -0.05, 0.01)  0.89
H (2.26, 0.73, -0.32)  0.03
H (2.17, -1.05, -0.27)  0.07

#x
The following is a quantum chemistry calculation of a structure of composition C2H2O3S, from the OMol25 dataset.

The HOMO-LUMO gap (alpha / beta) is 8.1 / 8.1 eV. The value obtained for the HOMO energy (alpha / beta) is -0.398 / -0.398 hartree. The total charge is 0.

Each line ends with the Löwdin charge.
Cartesian coordinates (Å):
C (0.21, 0.72, -0.27)  0.03
C (0.54, 0.31, 1.11)  -0.43
O (-1.82, -0.74, -1.24)  -0.27
O (0.26, -0.54, -2.58)  -0.29
O (-0.78, 0.46, 1.28)  -0.05
S (-0.40, -0.55, -1.31)  0.84
H (0.90, -0.64, 1.36)  0.10
H (1.08, 0.98, 1.64)  0.08

Pick #w: it beats the second-best structure by 0.1793 hartree.

#w
The following is a quantum chemistry calculation of an isolated molecule of C2H2O3S, from the OMol25 dataset.

The HOMO-LUMO gap is 9.0 eV. The value obtained for the HOMO energy is -0.352 hartree. The total charge is 0.

Each line ends with the Löwdin charge.
Cartesian coordinates (Å):
C (-0.22, 0.15, -0.41)  -0.71
C (0.33, -0.94, 0.47)  -0.48
H (-1.26, 0.80, -1.92)  0.17
H (-0.06, -1.82, 2.05)  0.18
O (-1.26, -0.04, -1.26)  -0.04
O (-0.45, -0.97, 1.61)  0.08
O (1.21, -1.79, 0.17)  0.09
S (0.30, 1.76, -0.29)  0.71

#x
The following is a quantum chemistry calculation of an isolated molecule of C2H2O3S, from the OMol25 dataset.

The HOMO-LUMO gap is 8.9 eV. The value obtained for the HOMO energy is -0.365 hartree. The total charge is 0.

Each line ends with the Löwdin charge.
Cartesian coordinates (Å):
C (0.65, 0.39, 0.01)  -0.80
C (-0.68, -0.34, 0.02)  -0.54
H (-0.49, 1.79, -0.12)  0.11
H (0.29, -1.85, -0.15)  0.05
O (0.46, 1.68, -0.04)  0.07
O (-0.65, -1.64, -0.03)  0.15
O (-1.66, 0.35, 0.19)  0.12
S (2.07, -0.38, 0.10)  0.83

Pick #x: it beats the second-best structure by 0.0435 hartree.